1.
Here is a 2-piece molecular cluster, C9H11O2 overall in a non-equilibrium geometry from the Open Molecules 2025 dataset. Energies are from ωB97M-V/def2-TZVPD.

Its charge is -1. Its energy above the lowest of the compared OMol25 structures with the same formula, charge and spin is 220.9 kJ/mol. As for the gap between HOMO and LUMO: 6.94 eV. Its spin multiplicity is 1. The calculation puts the LUMO energy at 0.1163 Ha.

Element x y z (Å)
C  -1.223  -1.331  0.668
C  1.001  -1.291  -0.453
C  -0.445  -1.044  -0.615
C  1.912  -1.122  -1.448
C  1.334  -0.866  -2.729
C  -0.970  -0.906  -1.885
C  -0.069  -0.933  -2.967
H  1.422  -1.629  0.535
H  2.881  -1.242  -1.307
H  -0.828  -2.370  1.019
H  -2.270  -1.147  0.621
H  2.016  -0.445  -3.479
H  -2.014  -0.627  -1.793
H  -0.396  -0.992  -3.990
H  -0.978  -0.571  1.514
C  0.417  1.958  2.392
C  -0.912  2.952  2.330
O  -0.891  3.936  3.068
O  -1.798  2.621  1.554
H  0.851  1.845  1.317
H  -0.173  0.969  2.602
H  1.134  2.234  3.046

2.
Here is a 2-piece molecular cluster, C9H11O2S overall in a non-equilibrium geometry from the Open Molecules 2025 dataset. Energies are from ωB97M-V/def2-TZVPD.

The expectation value of S² is 2.021. Its charge is -1. Its energy above the lowest of the compared OMol25 structures with the same formula, charge and spin is 0.0 kJ/mol. As for the gap between HOMO and LUMO (spin up / spin down): 5.66 / 6.51 eV. Its spin multiplicity is 3. The calculation puts the LUMO energy (spin up / spin down) at 0.1357 / 0.1155 Ha.

Element x y z (Å)
C  -3.600  -0.129  0.500
C  -3.094  -0.541  -0.704
C  -2.797  0.599  1.374
C  -1.926  0.032  -1.165
C  -1.546  1.049  0.995
C  -1.056  0.793  -0.327
C  0.174  1.234  -0.890
C  3.688  -1.178  -0.293
C  2.343  -1.402  0.398
O  1.425  1.881  1.472
O  2.761  1.865  -0.656
S  1.615  1.401  0.109
H  -4.553  -0.547  0.809
H  -3.602  -1.181  -1.421
H  -2.895  0.665  2.463
H  -1.631  -0.468  -2.154
H  -1.114  1.706  1.725
H  0.391  0.873  -1.936
H  3.241  -0.640  -1.130
H  4.467  -0.728  0.294
H  4.146  -2.207  -0.518
H  2.063  -1.491  1.406
H  1.498  -1.585  -0.351

3.
Here is a 2-piece molecular cluster, C9H11O3 overall in a non-equilibrium geometry from the Open Molecules 2025 dataset. Energies are from ωB97M-V/def2-TZVPD.

Its charge is -1. Its energy above the lowest of the compared OMol25 structures with the same formula, charge and spin is 128.6 kJ/mol. As for the gap between HOMO and LUMO: 6.90 eV. Its spin multiplicity is 1. The calculation puts the LUMO energy at 0.1332 Ha.

Element x y z (Å)
C  0.045  -4.441  -0.891
C  0.968  -0.414  0.378
C  -0.433  -0.816  0.236
C  1.975  -1.440  0.425
C  -0.602  -2.142  -0.113
C  1.710  -2.744  0.006
C  0.442  -3.010  -0.458
O  1.307  0.804  0.562
H  0.245  1.844  0.267
H  -1.287  -0.216  0.513
H  2.893  -1.152  0.909
H  -1.607  -2.563  -0.209
H  2.431  -3.552  0.105
H  -0.727  -4.962  -0.299
H  0.979  -5.013  -0.786
H  -0.292  -4.455  -1.922
C  -2.511  3.203  0.312
C  -1.045  3.355  -0.071
O  -0.276  2.643  0.736
O  -0.649  3.992  -1.021
H  -3.061  4.130  0.374
H  -2.528  2.694  1.280
H  -3.024  2.458  -0.301